11
Properties=species:S:1:pos:R:3:mulliken_charge:R:1 method="wB97M-V/def2-TZVPD" de_lowest_kcal_mol=57.95 total_energy_ha=-268.31287 e_homo_ha=-0.3705 e_lumo_ev=0.7 smiles="CC=O.C=O"
O -2.869 -0.179 0.178 -0.395
C -2.384 0.321 -0.807 -0.053
H -1.576 -0.163 -1.425 0.232
H -2.688 1.350 -1.225 0.216
O 1.990 0.244 -1.128 -0.462
C 1.857 0.447 0.064 0.122
C 1.118 -0.631 0.826 -0.693
H 1.925 1.401 0.527 0.351
H 0.987 -1.666 0.127 0.221
H 1.545 -0.900 1.819 0.330
H 0.094 -0.223 1.044 0.130